Record 1
Computed, not measured: an isolated ion of composition C19H32BClF2NO9 and charge -1 in a non-equilibrium geometry, with the ωB97M-V functional and the def2-TZVPD basis.

Results
- HOMO (Ha) = -0.2284
- net charge = -1
- energy above the lowest of the compared OMol25 structures with the same formula, charge and spin (eV) = 0.0000
- electronic energy (Eh) = -2160.065714
- 2S+1 = 1
- frontier orbital gap (eV) = 8.73
- LUMO level (Ha) = 0.0923
- max |F| (eV Å⁻¹) = 1.1

```
65
C19H32BClF2NO9 the ωB97M-V functional and the def2-TZVPD basis
C 4.278 -2.216 2.676
C 4.602 -1.453 1.407
O 3.969 -2.107 0.312
C 3.887 -1.306 -0.866
C 2.462 -1.300 -1.421
O 1.804 -0.058 -1.302
C 1.388 0.381 -0.009
C 0.836 -0.714 0.900
C -0.579 -1.269 0.660
C -0.686 -2.314 -0.456
C -2.074 -2.942 -0.602
C -3.233 -1.934 -0.695
C -4.399 -2.456 -1.542
O -5.679 -2.373 -0.891
C -6.110 -1.158 -0.464
C -5.908 0.003 -1.394
O -6.704 -1.075 0.582
O 2.476 0.953 0.672
B 2.710 2.285 0.095
F 2.847 3.235 1.125
O 3.929 2.319 -0.784
N 5.064 2.270 -0.091
O 6.017 2.107 -0.786
O 1.541 2.543 -0.751
C 0.526 1.687 -0.307
C -0.440 1.428 -1.492
C -1.831 1.943 -1.378
O -2.653 1.705 -0.542
F -2.205 2.672 -2.448
C -0.100 2.149 1.010
C -0.770 3.539 1.106
C -0.178 4.361 2.247
Cl -0.678 4.527 -0.389
H 4.972 -1.932 3.468
H 3.262 -2.005 3.013
H 4.368 -3.289 2.499
H 5.687 -1.449 1.247
H 4.243 -0.423 1.472
H 4.203 -0.283 -0.665
H 4.575 -1.720 -1.613
H 1.914 -2.128 -0.967
H 2.504 -1.505 -2.494
H 1.528 -1.557 0.932
H 0.860 -0.276 1.898
H -1.312 -0.481 0.490
H -0.887 -1.762 1.590
H 0.031 -3.112 -0.242
H -0.373 -1.881 -1.412
H -2.073 -3.547 -1.516
H -2.266 -3.640 0.218
H -3.604 -1.722 0.309
H -2.859 -1.013 -1.137
H -4.282 -3.514 -1.769
H -4.442 -1.928 -2.499
H -4.851 0.211 -1.541
H -6.352 0.879 -0.929
H -6.356 -0.199 -2.367
H 0.025 1.862 -2.373
H -0.531 0.354 -1.675
H -0.871 1.427 1.286
H 0.672 2.092 1.776
H -1.834 3.409 1.291
H -0.792 5.243 2.434
H -0.083 3.749 3.144
H 0.814 4.706 1.949
```

natural (NBO) atomic charge list, values in e, 8 entries:
1 C -0.621
2 C -0.072
3 O -0.567
4 C -0.106
5 C -0.083
6 O -0.575
7 C 0.615
8 C -0.489

---

Record 2
Computed, not measured: C19H32BrCl2IN6O2PS2Sn as an isolated structure, with the ωB97M-V functional and the def2-TZVPD basis.

Results
- HOMO (Ha) = -0.3941
- net charge = +1
- energy above the lowest of the compared OMol25 structures with the same formula, charge and spin (eV) = 0.2351
- electronic energy (Eh) = -6366.187045
- 2S+1 = 1
- frontier orbital gap (eV) = 7.99
- LUMO level (Ha) = -0.1004
- max |F| (eV Å⁻¹) = 0.3

```
67
C19H32BrCl2IN6O2PS2Sn the ωB97M-V functional and the def2-TZVPD basis
Sn 0.318 -0.032 -0.369
S 2.930 0.509 0.361
C 3.217 2.116 -0.319
C 4.585 2.474 -0.502
N 5.700 2.693 -0.681
C 2.185 2.939 -0.607
S 0.489 2.597 -0.489
C 2.487 4.262 -1.089
N 2.717 5.322 -1.466
C -1.385 1.122 2.061
N -0.319 0.106 1.942
C 0.787 0.469 2.847
C -0.813 -1.237 2.342
C -2.116 -1.635 1.675
N -2.035 -1.608 0.221
C -3.354 -1.428 -0.381
C -1.407 -2.818 -0.303
H -1.861 1.055 3.044
H -2.139 0.979 1.286
H -0.949 2.109 1.935
H 0.425 0.509 3.879
H 1.177 1.449 2.575
H 1.584 -0.269 2.778
H -0.967 -1.243 3.428
H -0.015 -1.952 2.122
H -2.909 -0.954 1.987
H -2.404 -2.628 2.051
H -4.026 -2.263 -0.140
H -3.256 -1.367 -1.465
H -3.805 -0.500 -0.033
H -2.024 -3.705 -0.105
H -0.420 -2.964 0.135
H -1.276 -2.721 -1.382
N 4.519 -1.537 -1.626
C 3.948 -2.886 -1.606
P 3.096 -3.119 -0.022
O 4.197 -2.707 1.046
O 1.823 -2.344 0.036
C 2.897 -4.905 0.336
N 3.306 -5.143 1.724
H 4.717 -1.243 -2.575
H 5.388 -1.504 -1.104
H 3.521 -0.238 -0.624
H 4.682 -3.686 -1.750
H 3.196 -2.972 -2.392
H 3.550 -5.461 -0.338
H 1.869 -5.199 0.113
H 4.257 -3.442 1.703
H 3.747 -6.046 1.833
H 2.517 -5.110 2.356
Br -6.018 1.417 -0.672
C -5.252 3.131 -0.448
C -5.991 4.081 0.245
C -5.478 5.352 0.439
C -4.224 5.678 -0.057
C -3.486 4.733 -0.749
C -4.000 3.455 -0.950
I -2.822 2.107 -2.020
H -6.967 3.817 0.628
H -6.061 6.086 0.977
H -3.817 6.670 0.090
H -2.509 4.983 -1.138
Cl -0.624 0.118 -4.057
C 0.863 1.052 -4.257
Cl 2.177 0.416 -3.240
H 0.675 2.074 -3.951
H 1.179 0.986 -5.290
```

natural (NBO) atomic charge list, values in e, 8 entries:
1 Sn 1.245
2 S -0.023
3 C -0.326
4 C 0.231
5 N -0.250
6 C -0.188
7 S -0.367
8 C 0.222

---

Record 3
Computed, not measured: C19H32CdNP as an isolated structure in a non-equilibrium geometry, with the ωB97M-V functional and the def2-TZVPD basis.

Results
- HOMO (Ha) = -0.2783
- energy above the lowest of the compared OMol25 structures with the same formula, charge and spin (eV) = 0.0558
- electronic energy (Eh) = -1306.847198
- 2S+1 = 1
- frontier orbital gap (eV) = 8.27
- LUMO level (Ha) = 0.0256
- max |F| (eV Å⁻¹) = 1.5

```
54
C19H32CdNP the ωB97M-V functional and the def2-TZVPD basis
C 0.471 3.179 -3.584
C -0.817 2.825 -3.206
C -1.009 1.787 -2.278
C 0.079 1.192 -1.654
C 1.366 1.521 -2.059
C 1.563 2.537 -3.009
C -2.444 1.374 -2.058
C -2.761 -0.021 -1.518
N -1.888 -1.133 -2.039
Cd -0.290 -0.362 -0.100
C 2.588 0.828 -1.493
P 2.160 -0.852 -0.882
H -1.707 3.313 -3.605
H 2.591 2.778 -3.279
H 0.624 3.942 -4.343
H 2.987 1.380 -0.621
H 3.380 0.717 -2.251
H -2.896 2.075 -1.337
H -3.018 1.488 -2.993
H -2.686 0.008 -0.405
C 3.658 -1.278 0.084
C 2.236 -1.851 -2.410
H -3.807 -0.227 -1.770
C -1.344 -0.901 -3.406
C -2.686 -2.376 -2.044
H -0.512 -2.234 1.496
H -1.676 -1.709 -4.071
H -1.739 0.032 -3.820
H -0.244 -0.885 -3.448
H -2.845 -2.692 -3.083
H -2.223 -3.205 -1.491
H -3.678 -2.180 -1.624
H 3.264 -1.867 -2.800
H 1.917 -2.865 -2.129
H 1.559 -1.478 -3.189
H 4.568 -1.185 -0.522
H 3.714 -0.614 0.955
H 3.534 -2.307 0.431
H -0.621 -3.014 1.507
C -1.329 1.017 5.226
C -0.107 0.237 4.707
C 1.151 1.035 5.093
C -0.054 -1.142 5.402
C -0.174 0.128 3.228
C -0.234 0.066 2.002
H -1.280 1.144 6.317
H -2.261 0.489 4.988
H -1.346 2.010 4.763
H 1.213 1.157 6.183
H 2.057 0.517 4.753
H 1.114 2.028 4.632
H -0.949 -1.727 5.180
H 0.832 -1.695 5.083
H 0.003 -1.005 6.490
```

natural (NBO) atomic charge list, values in e, 8 entries:
1 C -0.226
2 C -0.252
3 C 0.051
4 C -0.596
5 C -0.079
6 C -0.221
7 C -0.477
8 C -0.222

---

Record 4
Computed, not measured: a 8-piece molecular cluster, C19H32ClN4O7 overall in a non-equilibrium geometry, with the ωB97M-V functional and the def2-TZVPD basis.

Results
- HOMO (Ha) = -0.2082
- net charge = -1
- electronic energy (Eh) = -1948.791472
- 2S+1 = 1
- frontier orbital gap (eV) = 8.26
- LUMO level (Ha) = 0.0955
- max |F| (eV Å⁻¹) = 4.3

```
63
C19H32ClN4O7 the ωB97M-V functional and the def2-TZVPD basis
Cl -0.275 0.665 0.106
O 0.758 1.630 -0.191
O -0.881 0.839 1.407
O -1.278 0.948 -0.952
O 0.221 -0.693 -0.068
C -1.751 3.152 4.187
O -2.576 2.400 3.446
H -0.925 2.497 4.463
H -1.316 4.050 3.747
H -2.243 3.330 5.143
H -2.070 1.852 2.842
C 2.345 -3.309 0.596
O 3.696 -3.698 0.293
H 2.392 -2.319 1.049
H 1.766 -3.348 -0.328
H 1.965 -4.057 1.292
H 3.652 -4.458 -0.293
C -3.375 3.897 -0.804
O -2.499 3.466 -1.857
H -4.171 4.593 -1.069
H -3.681 3.086 -0.142
H -2.807 4.527 -0.121
H -1.887 2.839 -1.465
N -2.154 -1.536 -2.957
C -1.952 -2.412 -4.018
C -3.190 -2.978 -4.360
C -4.175 -2.378 -3.522
C -3.460 -1.447 -2.730
H -1.452 -0.914 -2.582
H -1.027 -2.477 -4.570
H -3.328 -3.681 -5.168
H -5.221 -2.647 -3.495
H -3.926 -0.735 -2.066
N -2.000 -3.193 0.624
C -1.579 -3.834 1.737
C -2.276 -5.072 1.755
C -3.169 -5.060 0.744
C -2.976 -3.939 0.070
H -1.605 -2.347 0.237
H -0.866 -3.461 2.458
H -2.089 -5.877 2.450
H -3.604 -5.947 0.309
H -3.392 -3.670 -0.890
N 2.804 -0.161 -1.925
C 3.172 1.077 -2.449
C 4.501 1.115 -2.769
C 4.890 -0.178 -2.629
C 3.868 -0.971 -2.114
H 1.865 -0.445 -1.684
H 2.522 1.929 -2.318
H 5.073 1.998 -3.014
H 5.909 -0.456 -2.853
H 3.881 -2.038 -1.943
N 2.902 2.951 2.424
C 1.854 3.803 2.673
C 2.385 5.008 3.142
C 3.822 4.810 3.250
C 4.117 3.505 2.788
H 2.684 2.055 2.012
H 0.877 3.437 2.392
H 1.762 5.873 3.317
H 4.496 5.516 3.712
H 4.995 2.886 2.682
```

natural (NBO) atomic charge list, values in e, 8 entries:
1 Cl 2.516
2 O -0.847
3 O -0.854
4 O -0.909
5 O -0.878
6 C -0.230
7 O -0.729
8 H 0.153

---

Please write out number 4 again, unchanged.
Computed, not measured: a 8-piece molecular cluster, C19H32ClN4O7 overall in a non-equilibrium geometry, with the ωB97M-V functional and the def2-TZVPD basis.

Results
- HOMO (Ha) = -0.2082
- net charge = -1
- electronic energy (Eh) = -1948.791472
- 2S+1 = 1
- frontier orbital gap (eV) = 8.26
- LUMO level (Ha) = 0.0955
- max |F| (eV Å⁻¹) = 4.3

```
63
C19H32ClN4O7 the ωB97M-V functional and the def2-TZVPD basis
Cl -0.275 0.665 0.106
O 0.758 1.630 -0.191
O -0.881 0.839 1.407
O -1.278 0.948 -0.952
O 0.221 -0.693 -0.068
C -1.751 3.152 4.187
O -2.576 2.400 3.446
H -0.925 2.497 4.463
H -1.316 4.050 3.747
H -2.243 3.330 5.143
H -2.070 1.852 2.842
C 2.345 -3.309 0.596
O 3.696 -3.698 0.293
H 2.392 -2.319 1.049
H 1.766 -3.348 -0.328
H 1.965 -4.057 1.292
H 3.652 -4.458 -0.293
C -3.375 3.897 -0.804
O -2.499 3.466 -1.857
H -4.171 4.593 -1.069
H -3.681 3.086 -0.142
H -2.807 4.527 -0.121
H -1.887 2.839 -1.465
N -2.154 -1.536 -2.957
C -1.952 -2.412 -4.018
C -3.190 -2.978 -4.360
C -4.175 -2.378 -3.522
C -3.460 -1.447 -2.730
H -1.452 -0.914 -2.582
H -1.027 -2.477 -4.570
H -3.328 -3.681 -5.168
H -5.221 -2.647 -3.495
H -3.926 -0.735 -2.066
N -2.000 -3.193 0.624
C -1.579 -3.834 1.737
C -2.276 -5.072 1.755
C -3.169 -5.060 0.744
C -2.976 -3.939 0.070
H -1.605 -2.347 0.237
H -0.866 -3.461 2.458
H -2.089 -5.877 2.450
H -3.604 -5.947 0.309
H -3.392 -3.670 -0.890
N 2.804 -0.161 -1.925
C 3.172 1.077 -2.449
C 4.501 1.115 -2.769
C 4.890 -0.178 -2.629
C 3.868 -0.971 -2.114
H 1.865 -0.445 -1.684
H 2.522 1.929 -2.318
H 5.073 1.998 -3.014
H 5.909 -0.456 -2.853
H 3.881 -2.038 -1.943
N 2.902 2.951 2.424
C 1.854 3.803 2.673
C 2.385 5.008 3.142
C 3.822 4.810 3.250
C 4.117 3.505 2.788
H 2.684 2.055 2.012
H 0.877 3.437 2.392
H 1.762 5.873 3.317
H 4.496 5.516 3.712
H 4.995 2.886 2.682
```

natural (NBO) atomic charge list, values in e, 8 entries:
1 Cl 2.516
2 O -0.847
3 O -0.854
4 O -0.909
5 O -0.878
6 C -0.230
7 O -0.729
8 H 0.153